Density functional theory data (ωB97M-V/def2-TZVPD) for a structure of composition C32H30CdN2O3S5Si in a non-equilibrium geometry.

Geometry (Å):
Cd1 1.63 1.04 -0.03
S1 4.46 1.10 3.83
C1 3.48 1.20 2.49
S2 4.12 1.04 0.91
S3 1.80 1.47 2.66
C2 -4.82 3.29 -3.23
C3 -3.33 3.25 -3.04
C4 -2.67 4.33 -2.46
C5 -1.31 4.25 -2.21
C6 -0.61 3.11 -2.54
C7 -1.25 2.05 -3.15
C8 -2.61 2.13 -3.42
S4 1.10 3.00 -1.97
O1 1.81 4.10 -2.58
O2 1.58 1.67 -2.36
O3 0.94 3.11 -0.51
H1 -5.22 4.28 -3.04
H2 -5.29 2.60 -2.52
H3 -5.10 2.98 -4.23
H4 -3.22 5.21 -2.17
H5 -0.77 5.06 -1.73
H6 -0.67 1.17 -3.39
H7 -3.11 1.29 -3.88
C9 -2.83 -3.95 0.31
C10 -2.89 -2.57 0.20
C11 -1.74 -1.85 -0.07
C12 -0.50 -2.48 -0.21
C13 -0.48 -3.87 -0.12
C14 -1.62 -4.60 0.13
Si1 1.14 -1.46 -0.44
C15 2.21 -2.47 0.82
C16 2.99 -3.57 0.48
C17 3.80 -4.20 1.41
C18 3.85 -3.73 2.71
C19 3.07 -2.65 3.08
C20 2.25 -2.05 2.14
C21 1.80 -2.09 -2.13
C22 3.13 -1.88 -2.45
C23 3.65 -2.28 -3.67
C24 2.83 -2.88 -4.61
C25 1.49 -3.08 -4.31
C26 0.99 -2.69 -3.09
H8 -3.73 -4.52 0.52
H9 -3.83 -2.05 0.32
H10 -1.80 -0.78 -0.19
H11 0.46 -4.39 -0.25
H12 -1.58 -5.68 0.19
H13 3.00 -3.93 -0.54
H14 4.41 -5.05 1.12
H15 4.52 -4.19 3.43
H16 3.12 -2.25 4.08
H17 1.66 -1.19 2.43
H18 3.78 -1.39 -1.73
H19 4.69 -2.11 -3.90
H20 3.23 -3.18 -5.57
H21 0.84 -3.55 -5.05
H22 -0.06 -2.85 -2.87
C27 -0.70 0.00 4.23
C28 -1.14 1.24 3.53
C29 -1.14 2.50 4.08
C30 -1.54 3.58 3.26
N1 -2.05 3.39 2.06
C31 -2.11 2.17 1.55
S5 -2.87 1.82 0.12
N2 -1.59 1.10 2.27
C32 -1.43 4.99 3.74
H23 -0.69 0.12 5.30
H24 0.33 -0.21 3.90
H25 -1.33 -0.84 3.95
H26 -0.78 2.68 5.07
H27 -1.55 0.20 1.81
H28 -1.52 5.02 4.83
H29 -2.20 5.60 3.28
H30 -0.46 5.38 3.46

Results
* energy above the lowest of the compared OMol25 structures with the same formula, charge and spin: 151.4 kJ/mol
* charge: -2
* electronic energy: -4020.98274 Ha
* HOMO-LUMO gap: 5.57 eV

Atom-resolved charges from Mulliken, all expressed in e:
1. Cd 1.4856
2. S -0.4575
3. C -0.1223
4. S -0.4719
5. S -0.3482
6. C -1.4522
7. C 1.0531
8. C -0.6829
9. C -0.7552
10. C 0.0670
11. C -0.3440
12. C -0.4859
13. S 1.4620
14. O -0.7692
15. O -0.7866
16. O -0.8206
17. H 0.3662
18. H 0.2608
19. H 0.3576
20. H 0.2411
21. H 0.3359
22. H 0.4811
23. H 0.3388
24. C -0.4096
25. C -0.5366
26. C -0.1865
27. C -0.0070
28. C 0.1952
29. C -0.7739
30. Si -0.4482
31. C 0.0726
32. C 0.0950
33. C -0.7103
34. C -0.4857
35. C -0.3761
36. C 0.0019
37. C 0.6441
38. C -0.3050
39. C -0.6779
40. C -0.4151
41. C -0.5362
42. C -0.4132
43. H 0.3422
44. H 0.4165
45. H 0.1625
46. H 0.3371
47. H 0.3911
48. H 0.3308
49. H 0.3554
50. H 0.3496
51. H 0.4210
52. H -0.4647
53. H 0.4201
54. H 0.3874
55. H 0.3392
56. H 0.3600
57. H 0.3532
58. C -1.0252
59. C 0.5955
60. C -0.8257
61. C 1.0517
62. N -0.5283
63. C -0.0411
64. S -0.2893
65. N 0.3015
66. C -1.2721
67. H 0.4104
68. H -0.0388
69. H 0.3613
70. H 0.3144
71. H -0.1939
72. H 0.3623
73. H 0.3784
74. H 0.2570


Density functional theory data (ωB97M-V/def2-TZVPD) for the ion C6H15N3 with charge +2 in a non-equilibrium geometry.

Geometry (Å):
C1 -1.07 -0.68 0.07
C2 0.01 1.39 0.19
C3 -1.90 -1.86 0.09
C4 -2.48 1.40 -0.08
C5 1.59 -1.88 -0.22
C6 2.38 1.22 0.41
N1 -1.21 0.58 0.04
N2 0.90 -0.72 0.40
N3 1.21 0.52 -0.16
H1 0.17 2.23 -0.47
H2 0.14 1.81 1.25
H3 -2.19 -2.20 -0.89
H4 -2.86 -1.44 0.34
H5 -1.42 -2.49 0.77
H6 -2.55 2.10 0.72
H7 -2.47 1.87 -0.96
H8 -3.18 0.66 -0.07
H9 1.01 -2.75 0.27
H10 2.63 -1.82 0.12
H11 1.51 -1.81 -1.38
H12 2.49 0.81 1.44
H13 3.19 0.85 -0.11
H14 2.30 2.35 0.26
H15 1.30 0.35 -1.13

Results
* energy above the lowest of the compared OMol25 structures with the same formula, charge and spin: 441.0 kJ/mol
* charge: +2
* electronic energy: -400.95488 Ha
* ⟨S²⟩: 2.0111
* HOMO-LUMO gap (spin up / spin down): 7.82 / 8.70 eV
* multiplicity: 3

Atom-resolved charges from Mulliken, all expressed in e:
1. C 0.9233
2. C -0.7326
3. C -1.2704
4. C -0.9129
5. C -0.7762
6. C -0.8748
7. N -0.0307
8. N -0.3742
9. N 0.1759
10. H 0.5039
11. H 0.3897
12. H 0.3766
13. H 0.3721
14. H 0.4103
15. H 0.3513
16. H 0.4283
17. H 0.3299
18. H 0.3177
19. H 0.3824
20. H 0.3746
21. H 0.3856
22. H 0.4497
23. H 0.3577
24. H 0.4427


Density functional theory data (ωB97M-V/def2-TZVPD) for the molecule C6H6O in a non-equilibrium geometry.

Geometry (Å):
C1 1.41 1.39 0.23
C2 -0.06 1.35 -0.10
C3 0.21 -1.14 0.44
C4 -0.83 0.22 0.28
O1 -1.94 0.33 0.77
C5 -0.71 -1.10 -0.66
C6 1.27 0.95 -0.97
H1 2.06 1.15 1.05
H2 -0.58 2.26 -0.36
H3 -0.02 -1.57 1.41
H4 1.21 -1.32 0.10
H5 -1.58 -1.73 -0.54
H6 -0.43 -0.80 -1.66

Results
* energy above the lowest of the compared OMol25 structures with the same formula, charge and spin: 800.7 kJ/mol
* charge: 0
* electronic energy: -307.15845 Ha
* HOMO-LUMO gap: 6.47 eV

Atom-resolved charges from Mulliken, all expressed in e:
1. C -0.1381
2. C -0.3269
3. C -0.6047
4. C 0.7546
5. O -0.6093
6. C -0.3857
7. C -0.6402
8. H 0.3046
9. H 0.4522
10. H 0.2698
11. H 0.3520
12. H 0.2883
13. H 0.2834


Density functional theory data (ωB97M-V/def2-TZVPD) for the molecule C5H11N in a non-equilibrium geometry.

Geometry (Å):
C1 -1.83 0.87 -1.53
C2 -1.20 -0.07 -0.50
C3 0.09 0.44 0.11
C4 0.68 -0.39 1.20
C5 2.17 -0.48 1.32
N1 1.36 -1.58 0.80
H1 -2.80 0.52 -1.89
H2 -1.89 1.85 -0.98
H3 -1.16 0.95 -2.41
H4 -1.95 -0.32 0.28
H5 -0.97 -1.00 -0.94
H6 0.83 0.55 -0.72
H7 -0.12 1.44 0.54
H8 0.08 -0.59 2.11
H9 2.60 -0.72 2.27
H10 2.79 0.11 0.60
H11 1.34 -1.57 -0.25

Results
* SMILES: CCC[C@@H]1CN1
* energy above the lowest of the compared OMol25 structures with the same formula, charge and spin: 127.4 kJ/mol
* charge: 0
* electronic energy: -251.81401 Ha
* HOMO-LUMO gap: 10.53 eV

Atom-resolved charges from Mulliken, all expressed in e:
1. C -1.0955
2. C -0.3578
3. C -0.7591
4. C -0.0276
5. C -0.3682
6. N -0.5774
7. H 0.3457
8. H 0.2745
9. H 0.2803
10. H 0.3131
11. H 0.3209
12. H 0.2608
13. H 0.2989
14. H 0.3464
15. H 0.2635
16. H 0.1978
17. H 0.2836


Density functional theory data (ωB97M-V/def2-TZVPD) for a cluster of 2 separate species, C4H13NOS in total in a non-equilibrium geometry.

Geometry (Å):
N1 -1.04 1.47 0.42
C1 0.39 1.35 0.63
C2 0.76 0.00 1.31
C3 0.15 -1.24 0.68
C4 0.56 -1.53 -0.76
S1 2.34 -1.76 -0.95
H1 -1.23 2.38 0.01
H2 -1.56 1.41 1.29
H3 0.89 1.40 -0.33
H4 0.86 2.08 1.29
H5 1.83 -0.04 1.26
H6 0.52 0.07 2.36
H7 -0.94 -1.20 0.73
H8 0.48 -2.08 1.26
H9 0.23 -0.80 -1.48
H10 0.09 -2.47 -1.00
H11 2.57 -0.45 -1.13
O1 -2.06 0.60 -2.15
H12 -1.97 0.75 -1.19
H13 -2.86 0.05 -2.25

Results
* SMILES: NCCCCS.O
* energy above the lowest of the compared OMol25 structures with the same formula, charge and spin: 23.3 kJ/mol
* charge: 0
* electronic energy: -688.37984 Ha
* HOMO-LUMO gap: 9.78 eV

Atom-resolved charges from Mulliken, all expressed in e:
1. N -0.5335
2. C -0.6154
3. C -0.8403
4. C -0.4063
5. C -0.7202
6. S -0.1950
7. H 0.2666
8. H 0.1752
9. H 0.3438
10. H 0.3302
11. H 0.3629
12. H 0.3751
13. H 0.2941
14. H 0.3456
15. H 0.3215
16. H 0.3453
17. H 0.0979
18. O -0.6675
19. H 0.3867
20. H 0.3335


Density functional theory data (ωB97M-V/def2-TZVPD) for a structure of composition C3H3LuO3 in a non-equilibrium geometry.

Geometry (Å):
O1 0.86 -2.66 0.10
C1 1.62 -1.85 -0.25
O2 1.86 -0.70 -0.39
Lu1 1.05 1.44 -0.08
C2 -0.95 0.45 0.92
C3 -2.26 0.55 0.47
H1 -0.84 0.50 2.01
H2 -3.00 1.11 1.05
O3 -2.72 0.14 -0.66
H3 -2.02 -0.07 -1.31

Results
* energy above the lowest of the compared OMol25 structures with the same formula, charge and spin: 0.0 kJ/mol
* charge: +3
* electronic energy: -1575.93973 Ha
* ⟨S²⟩: 0.7567
* HOMO-LUMO gap (spin up / spin down): 7.80 / 8.79 eV
* multiplicity: 2

Atom-resolved charges from Mulliken, all expressed in e:
1. O -0.0639
2. C 0.7220
3. O -0.4521
4. Lu 2.1662
5. C -0.7227
6. C 0.2477
7. H 0.5176
8. H 0.4235
9. O -0.1991
10. H 0.3609


Density functional theory data (ωB97M-V/def2-TZVPD) for the molecule C4H2N2O in a non-equilibrium geometry.

Geometry (Å):
C1 2.07 1.23 0.38
C2 0.95 0.89 0.02
C3 -0.25 0.28 -0.07
C4 -0.56 -1.00 0.26
O1 -1.63 -1.52 -0.38
N1 -2.19 -0.44 -0.86
N2 -1.45 0.55 -0.78
H1 3.04 1.81 0.56
H2 0.02 -1.81 0.87

Results
* SMILES: C#Cc1conn1
* energy above the lowest of the compared OMol25 structures with the same formula, charge and spin: 385.7 kJ/mol
* charge: 0
* electronic energy: -338.19453 Ha
* HOMO-LUMO gap: 10.05 eV

Atom-resolved charges from Mulliken, all expressed in e:
1. C -0.1849
2. C -0.3888
3. C 0.3700
4. C -0.0117
5. O -0.0680
6. N -0.1442
7. N -0.2550
8. H 0.3512
9. H 0.3312


Density functional theory data (ωB97M-V/def2-TZVPD) for a structure of composition C34H38BrN3SeSiZr in a non-equilibrium geometry.

Geometry (Å):
Zr1 -15.65 2.05 -13.93
C1 -17.76 1.55 -14.21
Si1 -18.48 2.73 -15.51
C2 -17.36 4.27 -15.80
N1 -15.93 4.07 -15.33
C3 -15.00 3.91 -16.46
C4 -14.21 5.23 -16.71
C5 -15.08 6.48 -16.51
C6 -15.38 6.49 -14.97
C7 -15.42 5.11 -14.32
C8 -18.47 1.82 -17.13
C9 -19.23 2.30 -18.19
C10 -19.28 1.63 -19.41
C11 -18.53 0.46 -19.60
C12 -17.85 -0.06 -18.51
C13 -17.73 0.65 -17.33
C14 -20.18 3.16 -14.92
C15 -20.37 4.05 -13.81
C16 -21.61 4.47 -13.44
C17 -22.74 4.10 -14.18
C18 -22.58 3.12 -15.15
C19 -21.34 2.68 -15.53
H1 -17.88 0.53 -14.56
H2 -18.37 1.61 -13.26
H3 -17.86 5.20 -15.43
H4 -17.22 4.30 -16.88
H5 -15.60 3.63 -17.35
H6 -14.34 3.04 -16.16
H7 -13.81 5.23 -17.71
H8 -13.39 5.34 -16.01
H9 -15.97 6.49 -17.19
H10 -14.48 7.41 -16.69
H11 -16.31 7.00 -14.71
H12 -14.56 7.05 -14.48
H13 -16.21 5.11 -13.55
H14 -14.42 4.76 -13.89
H15 -19.81 3.24 -18.05
H16 -20.01 1.96 -20.15
H17 -18.58 -0.13 -20.53
H18 -17.32 -0.99 -18.55
H19 -17.02 0.34 -16.54
H20 -19.53 4.49 -13.29
H21 -21.72 5.05 -12.52
H22 -23.75 4.43 -13.95
H23 -23.48 2.68 -15.59
H24 -21.25 1.94 -16.34
Br1 -16.07 2.00 -11.38
C20 -16.07 -0.15 -12.13
C21 -16.64 -0.95 -11.12
C22 -16.34 -2.29 -11.04
C23 -15.67 -2.92 -12.07
C24 -15.08 -2.15 -13.13
C25 -14.47 -2.75 -14.25
C26 -14.13 -1.97 -15.34
C27 -14.39 -0.64 -15.37
C28 -14.92 0.00 -14.27
C29 -15.25 -0.72 -13.10
H25 -17.23 -0.41 -10.42
H26 -16.71 -2.84 -10.16
H27 -15.51 -4.01 -12.07
H28 -14.13 -3.76 -14.24
H29 -13.75 -2.41 -16.25
H30 -14.16 -0.10 -16.30
C30 -11.80 5.07 -11.63
N2 -11.45 4.60 -12.96
C31 -10.63 5.29 -13.94
C32 -10.39 4.46 -14.97
N3 -11.09 3.25 -14.70
C33 -11.03 1.98 -15.53
C34 -11.73 3.35 -13.48
Se1 -12.75 1.97 -12.71
H31 -11.05 4.61 -10.97
H32 -12.82 4.76 -11.33
H33 -11.71 6.14 -11.50
H34 -10.42 6.36 -13.81
H35 -9.79 4.52 -15.86
H36 -10.89 2.20 -16.59
H37 -11.91 1.39 -15.36
H38 -10.21 1.37 -15.20

Results
* charge: +2
* electronic energy: -6794.04742 Ha
* HOMO-LUMO gap: 6.10 eV

Atom-resolved charges from Mulliken, all expressed in e:
1. Zr -0.4361
2. C -1.3916
3. Si 0.1225
4. C -1.2160
5. N 1.0744
6. C -0.4179
7. C -0.4309
8. C -0.6794
9. C -0.9516
10. C -0.6264
11. C 0.1538
12. C 0.0535
13. C -0.6197
14. C -0.5352
15. C -0.7618
16. C 0.0883
17. C 0.4676
18. C -0.3395
19. C -0.5313
20. C -0.6211
21. C -0.5446
22. C -0.2329
23. H 0.8513
24. H 0.6906
25. H 0.3756
26. H 0.5995
27. H 0.4718
28. H -0.1523
29. H 0.5567
30. H -0.0490
31. H 0.2640
32. H 0.4364
33. H 0.4051
34. H 0.3783
35. H 0.4602
36. H 0.1984
37. H 0.4308
38. H 0.3767
39. H 0.3623
40. H 0.4533
41. H 0.0391
42. H 0.2852
43. H 0.3964
44. H 0.3688
45. H 0.3832
46. H 0.3696
47. Br -0.2144
48. C 0.2871
49. C -0.5426
50. C -0.8060
51. C -0.7222
52. C 0.7704
53. C -0.9469
54. C -0.8743
55. C -0.4162
56. C 1.0037
57. C 0.6373
58. H 0.5381
59. H 0.4309
60. H 0.4200
61. H 0.4503
62. H 0.4798
63. H 0.4828
64. C -0.8598
65. N 0.3066
66. C -0.5058
67. C -0.4905
68. N 0.3165
69. C -0.7379
70. C -0.3342
71. Se 0.0205
72. H 0.3936
73. H 0.2721
74. H 0.3028
75. H 0.4305
76. H 0.5180
77. H 0.3389
78. H 0.1095
79. H 0.3654


Density functional theory data (ωB97M-V/def2-TZVPD) for a structure of composition C2H4Pr in a non-equilibrium geometry.

Geometry (Å):
C1 0.51 -0.26 -0.22
C2 -0.75 0.34 -0.02
H1 0.81 -1.09 0.43
H2 0.83 -0.50 -1.25
H3 -1.03 0.98 -0.88
Pr1 -2.39 0.00 2.00
H4 2.02 0.53 -0.05

Results
* charge: 0
* electronic energy: -595.26246 Ha
* ⟨S²⟩: 3.9520
* HOMO-LUMO gap (spin up / spin down): 3.37 / 3.34 eV
* multiplicity: 4

Atom-resolved charges from Mulliken, all expressed in e:
1. C -1.0990
2. C -0.2845
3. H 0.2143
4. H 0.2153
5. H 0.1276
6. Pr 0.7420
7. H 0.0843


Density functional theory data (ωB97M-V/def2-TZVPD) for a cluster of 2 separate species, CH7N3 in total.

Geometry (Å):
H1 -0.66 2.08 -1.67
N1 0.33 1.87 -1.68
C1 0.68 1.28 -0.61
N2 1.94 0.75 -0.45
H2 -0.02 1.16 0.22
H3 2.29 0.78 0.49
H4 2.55 1.05 -1.19
N3 -1.94 -2.48 1.20
H5 -2.26 -1.85 1.92
H6 -1.92 -1.91 0.35
H7 -0.98 -2.74 1.41

Results
* SMILES: [H]/N=C/N.N
* energy above the lowest of the compared OMol25 structures with the same formula, charge and spin: 20.5 kJ/mol
* charge: 0
* electronic energy: -206.55669 Ha
* HOMO-LUMO gap: 10.37 eV

Atom-resolved charges from Mulliken, all expressed in e:
1. H 0.2426
2. N -0.6673
3. C 0.0899
4. N -0.4765
5. H 0.2996
6. H 0.2301
7. H 0.2790
8. N -0.6748
9. H 0.2198
10. H 0.2298
11. H 0.2277


Density functional theory data (ωB97M-V/def2-TZVPD) for a structure of composition C5H10O.

Geometry (Å):
C1 1.89 0.28 -0.05
C2 0.39 0.53 0.13
C3 -0.44 0.13 -1.07
C4 -1.80 0.10 -0.69
O1 -1.23 -1.22 0.61
C5 -0.26 -0.41 1.24
H1 2.30 0.90 -0.85
H2 2.44 0.52 0.87
H3 2.09 -0.77 -0.30
H4 0.23 1.57 0.42
H5 -0.10 0.13 -2.10
H6 -0.64 -1.14 -0.52
H7 -2.54 -0.35 -1.34
H8 -2.21 0.73 0.10
H9 -0.73 0.18 2.04
H10 0.50 -1.05 1.70

Results
* energy above the lowest of the compared OMol25 structures with the same formula, charge and spin: 397.2 kJ/mol
* charge: 0
* electronic energy: -271.60134 Ha
* HOMO-LUMO gap: 9.23 eV

Atom-resolved charges from Mulliken, all expressed in e:
1. C -1.5804
2. C 0.5544
3. C -0.8198
4. C -0.3629
5. O -0.5788
6. C -0.6405
7. H 0.3772
8. H 0.3885
9. H 0.3465
10. H 0.2786
11. H 0.4331
12. H 0.4731
13. H 0.2661
14. H 0.2074
15. H 0.2963
16. H 0.3612


Density functional theory data (ωB97M-V/def2-TZVPD) for the molecule C4H6P2 in a non-equilibrium geometry.

Geometry (Å):
P1 1.02 1.44 -1.88
C1 0.16 0.41 -0.59
P2 -0.33 0.85 1.11
C2 -0.92 -0.81 1.43
C3 -0.30 -1.68 0.54
C4 0.39 -1.17 -0.55
H1 2.04 1.97 -0.97
H2 0.26 2.54 -1.65
H3 -1.40 1.71 0.96
H4 -1.49 -1.01 2.30
H5 -0.34 -2.67 0.66
H6 0.92 -1.58 -1.36

Results
* SMILES: PC1=[PH]=CC=C1
* energy above the lowest of the compared OMol25 structures with the same formula, charge and spin: 144.1 kJ/mol
* charge: 0
* electronic energy: -838.60126 Ha
* HOMO-LUMO gap: 8.01 eV

Atom-resolved charges from Mulliken, all expressed in e:
1. P -0.0910
2. C 0.0916
3. P -0.0363
4. C -0.4700
5. C -0.4248
6. C -0.4894
7. H 0.0471
8. H 0.0203
9. H 0.0394
10. H 0.4159
11. H 0.4574
12. H 0.4396


charge of number 2 (C6H15N3)?
+2


charge of number 2 (C6H15N3)?
+2


Please write out number 10 again, unchanged.
Density functional theory data (ωB97M-V/def2-TZVPD) for a cluster of 2 separate species, CH7N3 in total.

Geometry (Å):
H1 -0.66 2.08 -1.67
N1 0.33 1.87 -1.68
C1 0.68 1.28 -0.61
N2 1.94 0.75 -0.45
H2 -0.02 1.16 0.22
H3 2.29 0.78 0.49
H4 2.55 1.05 -1.19
N3 -1.94 -2.48 1.20
H5 -2.26 -1.85 1.92
H6 -1.92 -1.91 0.35
H7 -0.98 -2.74 1.41

Results
* SMILES: [H]/N=C/N.N
* energy above the lowest of the compared OMol25 structures with the same formula, charge and spin: 20.5 kJ/mol
* charge: 0
* electronic energy: -206.55669 Ha
* HOMO-LUMO gap: 10.37 eV

Atom-resolved charges from Mulliken, all expressed in e:
1. H 0.2426
2. N -0.6673
3. C 0.0899
4. N -0.4765
5. H 0.2996
6. H 0.2301
7. H 0.2790
8. N -0.6748
9. H 0.2198
10. H 0.2298
11. H 0.2277